Here is the molecule C5H9NO from OMol25. Energies are from ωB97M-V/def2-TZVPD.

```
! wB97M-V def2-TZVPD RIJCOSX def2/J DEFGRID3
* xyz 0 1
O 1.43311 -0.12268 -2.37814
C 0.47610 0.29365 -1.43465
C -0.52825 -0.70788 -0.85385
C -0.32965 -0.08007 0.54734
C -1.17916 0.51582 1.69235
N -0.81066 -0.85629 1.63047
C 0.94643 0.64134 0.00791
H 2.02568 -0.75725 -1.95537
H -0.05267 1.11866 -1.91753
H -0.04798 -1.70272 -0.80631
H -1.50924 -0.83994 -1.31769
H -2.22314 0.79065 1.54433
H -0.71821 1.12830 2.49351
H -0.36281 -1.41517 2.32346
H 0.97429 1.71672 0.21477
H 1.92343 0.20578 0.24196
*
```

The value obtained for the energy is -325.8087 hartree. The value obtained for the HOMO-LUMO gap is 0.368 Eh.

What are the Löwdin partial charges on each atom? They are as follows, in elementary charge units: atom 1 (O): -0.028, atom 2 (C): -0.380, atom 3 (C): -0.056, atom 4 (C): -0.392, atom 5 (C): -0.100, atom 6 (N): 0.015, atom 7 (C): -0.043, atom 8 (H): 0.088, atom 9 (H): 0.146, atom 10 (H): 0.125, atom 11 (H): 0.111, atom 12 (H): 0.090, atom 13 (H): 0.108, atom 14 (H): 0.099, atom 15 (H): 0.107, atom 16 (H): 0.110

Here is C6H8EuN2O3S as an isolated structure from OMol25. Energies are from ωB97M-V/def2-TZVPD.

```
! wB97M-V def2-TZVPD RIJCOSX def2/J DEFGRID3
* xyz 2 8
O -5.01951 2.20176 -4.21741
C -4.34154 2.00422 -3.31823
Eu -2.48096 1.15929 -1.81387
C -4.12729 0.49692 0.20383
C -1.98460 3.57423 -0.73344
O -4.89794 -0.00540 0.88849
O -1.65631 4.66653 -0.53323
C 1.45024 -2.21165 2.01700
N 0.57315 -1.34110 1.25398
C 0.75737 -0.43075 0.29987
S -0.68875 0.52943 -0.07862
N 1.87428 -0.12586 -0.35260
C 3.26798 -0.52248 -0.21956
H 2.48645 -2.15673 1.71809
H 1.12006 -3.24496 1.93266
H 1.38794 -2.00043 3.08359
H -0.41945 -1.36397 1.55895
H 1.70641 0.61552 -1.05986
H 3.64569 -0.90786 -1.16473
H 3.90852 0.33222 -0.00810
H 3.43828 -1.26895 0.54318
*
```

As for the expectation value of S²: 15.76. The value obtained for the energy is -1676.5869 hartree. The value obtained for the HOMO-LUMO gap (spin up / spin down) is 0.303 / 0.314 Eh.

What are the Löwdin partial charges on each atom? They are as follows, in elementary charge units: atom 1 (O): 0.163, atom 2 (C): -0.047, atom 3 (Eu): 1.150, atom 4 (C): -0.038, atom 5 (C): -0.033, atom 6 (O): 0.141, atom 7 (O): 0.132, atom 8 (C): -0.019, atom 9 (N): -0.021, atom 10 (C): -0.693, atom 11 (S): 0.471, atom 12 (N): -0.016, atom 13 (C): -0.019, atom 14 (H): 0.067, atom 15 (H): 0.105, atom 16 (H): 0.108, atom 17 (H): 0.134, atom 18 (H): 0.137, atom 19 (H): 0.104, atom 20 (H): 0.107, atom 21 (H): 0.067

Here is C10H11N2O11PPdS as an isolated structure from OMol25. Energies are from ωB97M-V/def2-TZVPD.

```
! wB97M-V def2-TZVPD RIJCOSX def2/J DEFGRID3
* xyz -2 1
Pd -0.07608 0.12961 0.11677
O 0.66292 3.07312 -0.33195
S -0.75896 2.56706 -0.41939
O -1.62456 3.66923 -0.77407
O -0.75937 1.46127 -1.43608
O -1.12211 1.96085 0.89083
O 0.58167 -3.21711 2.59909
C -0.01159 -2.35436 1.94751
O 0.57762 -1.32797 1.46006
C -1.52055 -2.50602 1.80158
C -2.13911 -3.23599 2.77342
C -3.52776 -3.47111 2.76364
C -4.29148 -2.95473 1.72876
C -3.69426 -2.25361 0.70945
C -2.26324 -1.97983 0.67090
O -1.73435 -1.35319 -0.27244
N -4.56887 -1.81071 -0.34801
O -4.14348 -1.72724 -1.48171
O -5.74439 -1.57524 -0.05670
N -4.13349 -4.26533 3.76689
O -5.34679 -4.46573 3.71906
O -3.44264 -4.70282 4.68118
H -1.53522 -3.64758 3.56841
H -5.35696 -3.12723 1.71213
C 3.27442 -0.18472 0.07204
P 2.07325 1.25198 -0.12000
C 2.83849 2.27746 1.19452
C 2.77281 1.85645 -1.70878
H 4.31766 0.14820 0.08671
H 3.13080 -0.89629 -0.74288
H 3.03887 -0.69592 1.00746
H 3.90834 2.39225 1.01101
H 2.69875 1.74874 2.13898
H 2.34342 3.24260 1.24111
H 3.84137 2.04248 -1.58607
H 2.25325 2.75913 -2.01699
H 2.62475 1.07915 -2.45910
*
```

The value obtained for the energy is -2192.1948 hartree. The value obtained for the HOMO-LUMO gap (spin up / spin down) is 0.257 / 0.252 Eh.

What are the Löwdin partial charges on each atom? They are as follows, in elementary charge units: atom 1 (Pd): 0.851, atom 2 (O): -0.521, atom 3 (S): 0.233, atom 4 (O): -0.356, atom 5 (O): -0.432, atom 6 (O): -0.442, atom 7 (O): -0.002, atom 8 (C): -0.600, atom 9 (O): -0.156, atom 10 (C): -0.043, atom 11 (C): 0.053, atom 12 (C): -0.170, atom 13 (C): 0.061, atom 14 (C): -0.068, atom 15 (C): -0.292, atom 16 (O): -0.063, atom 17 (N): -0.355, atom 18 (O): 0.085, atom 19 (O): 0.017, atom 20 (N): -0.382, atom 21 (O): 0.011, atom 22 (O): 0.025, atom 23 (H): 0.122, atom 24 (H): 0.122, atom 25 (C): -0.296, atom 26 (P): 0.800, atom 27 (C): -0.240, atom 28 (C): -0.243, atom 29 (H): 0.021, atom 30 (H): 0.029, atom 31 (H): 0.020, atom 32 (H): 0.033, atom 33 (H): 0.046, atom 34 (H): 0.030, atom 35 (H): 0.034, atom 36 (H): 0.031, atom 37 (H): 0.040

Here is an isolated ion of composition C9H16Cl2O4P and charge +1 from OMol25. Energies are from ωB97M-V/def2-TZVPD.

```
! wB97M-V def2-TZVPD RIJCOSX def2/J DEFGRID3
* xyz 1 1
C 3.98248 0.00664 1.28603
C 3.00335 0.59521 0.27726
O 1.63121 0.32793 0.62910
C 1.21450 -0.98987 0.43979
P -0.26910 -0.96352 -0.65280
O -0.07139 -1.99612 -1.84930
C -0.42044 0.69266 -1.31360
C -1.11581 1.70165 -0.37918
C -0.42844 3.06022 -0.44586
O -0.88598 3.97392 -1.04865
O 0.80931 3.12411 0.13618
C -1.72418 -1.50530 0.24228
Cl -1.43427 -2.26107 1.77619
C -2.97537 -1.41370 -0.23078
C -4.22369 -1.81764 0.46737
Cl -3.23224 -0.80655 -1.82520
H 4.34562 -0.97574 0.98027
H 4.85040 0.65608 1.39204
H 3.49570 -0.09372 2.25688
H 3.18388 0.20312 -0.73082
H 3.06547 1.68008 0.23665
H 0.95856 -1.45798 1.39114
H 1.97001 -1.62302 -0.04453
H 0.84543 -2.18347 -2.09293
H 0.58784 1.02512 -1.57813
H -0.97723 0.58612 -2.24324
H -2.14370 1.86813 -0.69622
H -1.14296 1.34884 0.65668
H 0.75657 2.93831 1.08273
H -4.86177 -0.93602 0.56778
H -4.76692 -2.54067 -0.14235
H -4.02683 -2.22373 1.45521
*
```

The value obtained for the energy is -1914.9900 hartree. The value obtained for the HOMO-LUMO gap is 0.356 Eh.

What are the Löwdin partial charges on each atom? They are as follows, in elementary charge units: atom 1 (C): -0.053, atom 2 (C): -0.230, atom 3 (O): -0.221, atom 4 (C): -0.268, atom 5 (P): 0.905, atom 6 (O): -0.127, atom 7 (C): -0.243, atom 8 (C): -0.117, atom 9 (C): -0.510, atom 10 (O): 0.178, atom 11 (O): 0.086, atom 12 (C): -0.751, atom 13 (Cl): 0.747, atom 14 (C): -0.734, atom 15 (C): -0.094, atom 16 (Cl): 0.806, atom 17 (H): 0.077, atom 18 (H): 0.086, atom 19 (H): 0.089, atom 20 (H): 0.124, atom 21 (H): 0.118, atom 22 (H): 0.073, atom 23 (H): 0.122, atom 24 (H): 0.110, atom 25 (H): 0.118, atom 26 (H): 0.081, atom 27 (H): 0.119, atom 28 (H): 0.123, atom 29 (H): 0.125, atom 30 (H): 0.103, atom 31 (H): 0.101, atom 32 (H): 0.061

Here is the molecule C6H8N2O from OMol25. Energies are from ωB97M-V/def2-TZVPD.

```
! wB97M-V def2-TZVPD RIJCOSX def2/J DEFGRID3
* xyz 0 1
C -2.59188 0.15305 -1.10016
C -1.23418 0.28313 -1.14243
C -1.91180 0.13322 0.92321
C 0.87838 0.13285 1.86037
C 0.50427 0.24863 0.59562
C 2.31017 -0.42738 -0.87003
N -3.00767 0.11092 0.19721
N -0.78089 0.31374 0.13387
O 1.56804 0.61009 -0.62928
H -3.35048 0.11535 -1.84781
H -0.51711 0.17215 -1.84029
H -1.84975 0.37447 1.95307
H 2.00604 0.19046 1.85953
H 0.38017 -0.12664 2.78263
H 3.21726 -0.20466 -1.39230
H 1.81186 -1.11667 -1.51886
H 2.56756 -0.96272 0.03564
*
```

The value obtained for the energy is -418.0655 hartree. The value obtained for the HOMO-LUMO gap is 0.355 Eh.

What are the Löwdin partial charges on each atom? They are as follows, in elementary charge units: atom 1 (C): -0.128, atom 2 (C): -0.045, atom 3 (C): -0.132, atom 4 (C): 0.087, atom 5 (C): -0.178, atom 6 (C): -0.245, atom 7 (N): 0.064, atom 8 (N): -0.034, atom 9 (O): -0.100, atom 10 (H): 0.093, atom 11 (H): 0.084, atom 12 (H): 0.113, atom 13 (H): 0.096, atom 14 (H): 0.074, atom 15 (H): 0.090, atom 16 (H): 0.080, atom 17 (H): 0.081

Here is H6InNOP as an isolated structure from OMol25. Energies are from ωB97M-V/def2-TZVPD.

```
! wB97M-V def2-TZVPD RIJCOSX def2/J DEFGRID3
* xyz -1 1
N 1.22781 -0.26611 -1.39898
P -0.33797 0.37257 -0.98140
O -1.24355 -1.01248 -1.34852
In -0.28367 0.38225 1.59370
H 1.72409 0.40157 -1.98033
H 1.80465 -0.45823 -0.58516
H -2.07256 -0.70504 -1.72355
H 1.40647 0.49129 2.13127
H -1.08181 -1.06425 2.22114
H -1.14346 1.85843 2.07184
*
```

The value obtained for the energy is -665.0628 hartree. The value obtained for the HOMO-LUMO gap is 0.250 Eh.

What are the Löwdin partial charges on each atom? They are as follows, in elementary charge units: atom 1 (N): -0.307, atom 2 (P): 0.477, atom 3 (O): -0.492, atom 4 (In): -0.050, atom 5 (H): -0.023, atom 6 (H): -0.031, atom 7 (H): -0.017, atom 8 (H): -0.184, atom 9 (H): -0.180, atom 10 (H): -0.192